A single C19H26N2O6S molecule. Source: OMol25; level of theory: the ωB97M-V functional and the def2-TZVPD basis.

The LUMO energy is 0.273 eV. Its total charge is 0. The calculation puts the electronic energy at -46227.332 eV.

Bonds (Å) are listed after each position.
Positions of all 54 atoms, in Å:
1 C -2.09 -5.36 0.62  C2 1.499, H29 1.089, H30 1.087, H31 1.089
2 C -1.01 -4.35 0.38  C1 1.499, C3 1.393, C28 1.385
3 C 0.33 -4.73 0.46  C2 1.393, C4 1.382, H32 1.080
4 C 1.34 -3.82 0.22  C3 1.382, C5 1.383, H33 1.079
5 C 1.02 -2.51 -0.08  C4 1.383, C6 1.392, H34 1.078
6 C -0.30 -2.10 -0.14  C5 1.392, C7 1.482, C28 1.396
7 C -0.58 -0.68 -0.48  C6 1.482, O8 1.227, N9 1.354
8 O 0.27 0.07 -0.95  C7 1.227
9 N -1.84 -0.24 -0.26  C7 1.354, C10 1.448, H35 1.007
10 C -2.18 1.14 -0.53  N9 1.448, C11 1.529, C25 1.536, H36 1.096
11 C -1.28 2.04 0.31  C10 1.529, O12 1.202, O13 1.333
12 O -1.04 1.86 1.48  C11 1.202
13 O -0.80 3.05 -0.42  C11 1.333, C14 1.419
14 C 0.05 3.98 0.23  O13 1.419, C15 1.534, H37 1.092, H38 1.096
15 C 1.52 3.54 0.33  C14 1.534, O16 1.213, N17 1.340
16 O 2.34 4.29 0.83  C15 1.213
17 N 1.80 2.33 -0.16  C15 1.340, C18 1.445, H39 1.016
18 C 3.11 1.74 -0.01  N17 1.445, C19 1.541, C24 1.517, H40 1.096
19 C 3.19 0.87 1.26  C18 1.541, C20 1.509, H41 1.091, H42 1.092
20 C 4.52 0.17 1.24  C19 1.509, S21 1.827, H43 1.084, H44 1.086
21 S 4.64 -0.36 -0.50  C20 1.827, O22 1.436, O23 1.439, C24 1.828
22 O 5.96 -0.11 -1.02  S21 1.436
23 O 4.13 -1.70 -0.64  S21 1.439
24 C 3.44 0.84 -1.19  C18 1.517, S21 1.828, H45 1.084, H46 1.088
25 C -3.67 1.41 -0.22  C10 1.536, C26 1.527, C27 1.527, H47 1.096
26 C -3.98 2.90 -0.32  C25 1.527, H48 1.088, H49 1.087, H50 1.087
27 C -4.55 0.61 -1.17  C25 1.527, H51 1.087, H52 1.087, H53 1.087
28 C -1.31 -3.03 0.08  C2 1.385, C6 1.396, H54 1.081
29 H -1.99 -6.19 -0.08  C1 1.089
30 H -3.08 -4.92 0.49  C1 1.087
31 H -2.01 -5.76 1.63  C1 1.089
32 H 0.57 -5.76 0.69  C3 1.080
33 H 2.37 -4.11 0.26  C4 1.079
34 H 1.82 -1.81 -0.29  C5 1.078
35 H -2.44 -0.74 0.37  N9 1.007
36 H -1.97 1.35 -1.58  C10 1.096
37 H 0.00 4.91 -0.34  C14 1.092
38 H -0.30 4.16 1.26  C14 1.096
39 H 1.08 1.71 -0.50  N17 1.016
40 H 3.83 2.56 0.07  C18 1.096
41 H 3.06 1.50 2.14  C19 1.091
42 H 2.37 0.15 1.23  C19 1.092
43 H 4.56 -0.71 1.88  C20 1.084
44 H 5.35 0.83 1.44  C20 1.086
45 H 3.91 1.35 -2.02  C24 1.084
46 H 2.56 0.28 -1.51  C24 1.088
47 H -3.85 1.08 0.81  C25 1.096
48 H -3.69 3.28 -1.30  C26 1.088
49 H -5.05 3.06 -0.19  C26 1.087
50 H -3.45 3.46 0.44  C26 1.087
51 H -4.30 -0.45 -1.15  C27 1.087
52 H -5.60 0.72 -0.90  C27 1.087
53 H -4.42 0.97 -2.19  C27 1.087
54 H -2.35 -2.76 -0.01  C28 1.081